{
  "formula": "C10H16O",
  "method": "ωB97M-V with the def2-TZVPD basis set",
  "e_homo_ev": -8.4512,
  "energy_ha": -465.780221,
  "gap_ev": 9.28,
  "relative_energy_kj_mol": 308.7,
  "symbols": ["C", "C", "C", "C", "C", "O", "C", "C", "H", "H", "H", "H", "H", "H", "H", "H", "C", "C", "C", "H", "H", "H", "H", "H", "H", "H", "H"],
  "positions_angstrom": [[0.50653, 2.88755, -1.92844], [-0.18429, 2.15219, -0.82997], [-0.83530, 0.92162, -1.15681], [-1.64213, 0.26062, -0.26853], [-2.03348, 0.96276, 0.93015], [-2.81003, 0.33486, 1.86829], [-1.36677, 2.13933, 1.20520], [-0.46895, 2.76603, 0.33131], [1.57390, 3.20041, -1.77732], [0.02180, 3.83732, -2.18180], [0.64151, 2.28931, -2.87587], [-0.57776, 0.59158, -2.20822], [-2.11389, -0.78427, -0.35095], [-2.98820, 0.77759, 2.66299], [-1.42346, 2.57056, 2.21609], [0.00077, 3.72544, 0.74359], [2.15600, -3.35390, 0.83635], [0.80592, -2.79700, 0.65935], [0.70989, -1.67204, -0.39488], [2.10127, -4.33286, 0.48036], [2.43312, -3.60914, 1.90015], [2.86255, -2.81985, 0.35301], [0.04348, -3.63127, 0.26018], [0.37184, -2.20318, 1.61602], [1.60092, -1.00633, -0.51286], [0.65718, -2.17536, -1.50742], [-0.04244, -1.03196, -0.06998]],
  "forces_ev_per_angstrom": [[2.07, 0.22, -1.69], [-0.75, -0.58, -2.34], [1.22, 0.83, -1.30], [-2.76, -0.47, 1.59], [1.72, -0.50, -0.30], [0.09, -1.78, -2.56], [0.12, 0.73, 1.20], [-0.13, 0.99, 2.84], [-0.77, -0.35, 0.65], [-0.24, -0.32, -0.01], [-0.66, 0.44, 0.91], [-0.54, -0.26, 1.56], [0.87, 1.80, -0.46], [0.04, 1.51, 1.38], [-0.43, -0.14, -0.44], [-0.55, -1.44, -1.14], [-1.24, -2.26, 3.45], [-3.54, 1.62, 0.44], [2.41, -2.22, -2.81], [0.47, -1.66, -1.24], [-0.15, 0.97, -0.80], [2.52, 1.69, -1.32], [1.41, 1.83, 1.51], [0.88, -2.04, -1.71], [-0.25, -0.65, 0.58], [-0.54, 1.52, 2.55], [-1.28, 0.52, -0.51]],
  "mulliken_charge": [-1.41, 1.09, -0.41, -0.37, 0.42, -0.52, -0.32, -0.56, 0.31, 0.31, 0.32, 0.14, 0.30, 0.30, 0.23, 0.25, -1.18, 0.03, -0.44, 0.32, 0.27, 0.42, 0.19, 0.16, 0.36, 0.30, -0.52]
}

{
  "formula": "C10H16O",
  "method": "ωB97M-V with the def2-TZVPD basis set",
  "e_homo_ev": -8.2665,
  "energy_ha": -465.809297,
  "gap_ev": 9.09,
  "relative_energy_kj_mol": 232.4,
  "symbols": ["C", "C", "C", "C", "C", "O", "C", "C", "H", "H", "H", "H", "H", "H", "H", "H", "C", "C", "C", "H", "H", "H", "H", "H", "H", "H", "H"],
  "positions_angstrom": [[0.40289, 1.56215, 2.91207], [-0.40060, 0.88834, 1.88383], [-0.04963, -0.47416, 1.63115], [-0.85577, -1.36920, 1.04061], [-2.10012, -0.87089, 0.59122], [-2.59065, -1.76866, -0.26963], [-2.50981, 0.43346, 0.74760], [-1.58864, 1.35461, 1.43171], [0.51017, 0.93858, 3.79629], [0.09657, 2.63748, 2.87376], [1.44968, 1.72992, 2.63116], [0.98544, -0.68836, 1.98647], [-0.39156, -2.33287, 0.86987], [-3.50371, -1.63505, -0.45318], [-3.45833, 0.68903, 0.39915], [-1.95420, 2.40563, 1.39227], [1.65932, -1.53546, -1.65692], [1.06280, -0.18906, -1.83668], [1.66410, 0.84121, -2.75781], [1.55731, -2.14071, -2.56222], [1.12134, -2.13174, -0.95430], [2.72372, -1.59202, -1.34885], [-0.04216, -0.28775, -2.17783], [0.81819, 0.26418, -0.87117], [2.75093, 0.78839, -2.92200], [1.34136, 0.61604, -3.83436], [1.30137, 1.86691, -2.54224]],
  "forces_ev_per_angstrom": [[1.53, 2.28, -1.20], [0.00, -1.72, 0.25], [1.56, 1.60, 1.36], [0.68, 0.99, 0.37], [1.77, -0.38, -0.42], [-0.97, -1.21, -0.57], [2.96, -0.17, 1.56], [-3.02, -0.47, -1.99], [-0.74, 0.74, 0.56], [-0.26, -0.85, 1.49], [0.18, -0.53, -0.45], [-0.92, -0.42, -0.36], [-0.96, -0.26, -0.35], [-1.23, 0.28, -0.36], [-1.26, 0.83, -0.66], [0.67, -0.75, 0.79], [1.09, -1.14, -0.81], [-3.17, 1.08, 0.44], [0.02, -0.16, -2.60], [0.30, 0.17, -0.26], [-0.52, -0.14, 0.83], [-0.48, 0.44, -0.21], [1.60, -0.31, 0.22], [0.72, 0.05, 0.25], [-0.10, 0.29, 0.86], [0.07, 0.35, 1.28], [0.48, -0.61, -0.02]],
  "mulliken_charge": [-1.41, 0.72, -0.33, -0.61, 0.64, -0.47, -0.92, -0.44, 0.32, 0.34, 0.35, 0.27, 0.54, 0.29, 0.43, 0.25, -1.04, 0.50, -1.23, 0.35, 0.20, 0.30, 0.12, -0.10, 0.32, 0.27, 0.32]
}

{
  "formula": "C10H16OS",
  "method": "ωB97M-V with the def2-TZVPD basis set",
  "e_homo_ev": -8.3955,
  "energy_ha": -864.040291,
  "gap_ev": 9.10,
  "relative_energy_kj_mol": 59.7,
  "symbols": ["C", "C", "C", "C", "C", "C", "O", "C", "C", "H", "H", "H", "H", "H", "H", "H", "H", "H", "H", "C", "S", "C", "H", "H", "H", "H", "H", "H"],
  "positions_angstrom": [[3.49256, -0.04645, 0.99721], [2.31601, 0.74377, 0.39540], [0.95736, 0.74861, 1.06145], [0.54810, -0.33325, 1.85516], [-0.74285, -0.33487, 2.34328], [-1.60585, 0.71816, 2.07025], [-2.87542, 0.69312, 2.62423], [-1.19459, 1.80556, 1.32816], [0.11668, 1.83280, 0.86987], [4.08657, -0.40275, 0.15994], [3.15625, -0.93161, 1.54782], [3.96975, 0.56761, 1.76531], [2.66127, 1.76502, 0.18621], [2.15892, 0.37148, -0.62340], [1.26835, -1.12803, 1.99143], [-1.11793, -1.06082, 3.05120], [-3.48934, 0.28074, 2.00039], [-1.91760, 2.57459, 1.09653], [0.46815, 2.65521, 0.24609], [-1.79873, -2.42899, -2.38847], [-1.01309, -0.97294, -1.67355], [-0.90913, 0.11508, -3.12002], [-1.45429, -2.52569, -3.42026], [-1.52648, -3.32690, -1.83254], [-2.88052, -2.34641, -2.38591], [-1.77773, -0.05600, -3.75570], [0.00857, -0.10558, -3.67345], [-0.90494, 1.12851, -2.71660]],
  "forces_ev_per_angstrom": [[-1.27, -0.02, 0.52], [0.21, 0.09, -0.84], [0.83, -0.19, 0.60], [0.05, 0.78, -0.85], [-0.13, 0.10, 0.66], [0.05, -0.14, 0.03], [-0.36, -0.07, -0.15], [0.10, -0.12, -0.06], [-0.28, -0.05, -0.62], [0.64, 0.26, 0.39], [0.00, 0.00, -0.28], [0.55, -0.11, -0.46], [-0.19, 0.00, 0.36], [-0.14, -0.25, 0.02], [-0.37, -0.19, 0.32], [0.10, -0.37, -0.18], [0.19, 0.11, 0.16], [0.11, 0.21, 0.09], [-0.11, -0.06, 0.22], [0.08, -0.03, -0.39], [0.04, 0.02, 0.43], [0.07, -0.47, 0.22], [-0.02, -0.21, 0.10], [0.13, 0.17, 0.00], [-0.16, 0.09, -0.02], [0.02, 0.25, 0.01], [-0.19, 0.23, 0.00], [0.03, -0.03, -0.29]],
  "mulliken_charge": [-1.10, -0.54, 0.74, -0.38, -0.46, 0.02, -0.57, -0.42, -0.48, 0.34, 0.30, 0.30, 0.34, 0.20, 0.19, 0.44, 0.32, 0.42, 0.32, -0.97, 0.11, -0.94, 0.30, 0.31, 0.28, 0.37, 0.26, 0.29]
}

{
  "formula": "C10H16OS",
  "method": "ωB97M-V with the def2-TZVPD basis set",
  "e_homo_ev": -8.1101,
  "energy_ha": -863.945161,
  "gap_ev": 8.79,
  "relative_energy_kj_mol": 309.5,
  "symbols": ["C", "C", "C", "C", "C", "O", "C", "C", "H", "H", "H", "H", "H", "H", "H", "H", "C", "C", "S", "C", "H", "H", "H", "H", "H", "H", "H", "H"],
  "positions_angstrom": [[-0.96258, -1.14349, -2.13450], [-1.70211, -0.72241, -0.87097], [-1.45656, -1.32749, 0.39112], [-1.34942, -0.72441, 1.62122], [-1.88553, 0.57010, 1.64427], [-1.88245, 1.13213, 2.80178], [-2.45487, 1.18294, 0.50622], [-2.32272, 0.48560, -0.64845], [-1.11479, -0.29124, -2.86462], [-1.41257, -2.01187, -2.66147], [0.07821, -1.27572, -1.91524], [-1.03632, -2.41676, 0.37052], [-0.87967, -1.12086, 2.63703], [-2.37943, 1.96539, 2.85647], [-3.10410, 2.03209, 0.51557], [-2.97412, 0.94083, -1.47082], [1.43689, 1.15567, 0.87123], [2.21243, 0.00008, 1.18677], [3.72920, -0.06125, -0.13797], [2.87256, -0.40942, -1.80683], [0.68896, 0.78858, 0.08897], [2.17454, 1.94004, 0.46409], [0.84153, 1.68528, 1.66940], [2.62964, 0.14663, 2.11905], [1.71606, -1.10337, 1.14165], [2.17815, 0.30427, -1.98265], [3.83169, -0.34605, -2.46433], [2.52740, -1.37527, -1.92753]],
  "forces_ev_per_angstrom": [[-2.61, 0.83, -1.14], [0.77, -0.41, 2.57], [3.15, -3.78, -1.11], [-0.37, 0.70, 1.19], [-0.44, -0.52, -2.11], [-0.14, 2.27, 3.78], [0.57, -1.77, 1.70], [-2.31, 1.50, -3.84], [0.53, -0.86, 0.72], [0.51, 0.19, 0.53], [0.45, -0.18, -0.05], [-0.65, 1.87, -0.17], [-1.30, 0.48, -2.60], [0.30, -0.40, -0.31], [0.01, 0.55, 0.38], [1.54, -0.46, 0.47], [-2.44, 2.76, -2.33], [1.37, -4.46, -2.11], [-2.06, -0.73, 0.53], [5.50, 0.01, 1.24], [0.77, 1.34, 0.60], [-1.48, -0.94, 0.33], [0.62, -1.00, -0.42], [1.60, -0.31, 1.92], [0.93, 2.85, 0.11], [-2.00, 2.27, -0.84], [-1.94, 0.25, 0.76], [-0.86, -2.02, 0.19]],
  "mulliken_charge": [-1.08, 0.10, 0.00, -0.59, 0.97, -0.53, -0.81, -0.24, 0.36, 0.35, 0.07, 0.26, 0.25, 0.32, 0.36, 0.23, -0.70, -0.45, -0.12, -0.83, -0.02, 0.38, 0.28, 0.38, 0.19, 0.30, 0.30, 0.28]
}